Entry 1:
Below is the molecule C21H22N4O2, with properties calculated with ωB97M-V/def2-TZVPD.

Structure (XYZ):
```
49
C21H22N4O2 ωB97M-V/def2-TZVPD
C -3.096 -1.164 -3.994
C -2.097 -0.064 -3.613
O -1.537 -0.306 -2.320
C -2.340 -0.249 -1.195
N -3.523 0.386 -1.290
C -4.250 0.374 -0.171
C -5.517 1.020 -0.225
C -6.341 1.011 0.912
C -5.939 0.299 2.085
C -4.700 -0.314 2.129
C -3.846 -0.284 1.025
N -2.678 -0.949 1.126
C -1.919 -0.930 -0.010
C -0.653 -1.655 -0.116
O -0.686 -2.879 -0.273
N 0.559 -1.022 0.021
C 0.665 0.427 0.326
C 1.781 0.716 1.325
N 3.010 -0.053 0.977
C 4.240 0.552 1.023
C 4.474 1.762 0.302
C 5.716 2.391 0.416
C 6.682 1.843 1.249
C 6.486 0.584 1.878
C 5.266 -0.059 1.760
C 2.802 -1.510 0.836
C 1.799 -1.754 -0.254
H -4.063 -0.996 -3.505
H -3.257 -1.117 -5.087
H -2.785 -2.193 -3.708
H -1.227 -0.040 -4.345
H -2.554 0.946 -3.601
H -5.906 1.425 -1.147
H -7.283 1.500 0.895
H -6.559 0.291 2.978
H -4.338 -0.823 3.023
H 0.865 0.943 -0.622
H -0.240 0.818 0.817
H 1.403 0.459 2.344
H 1.996 1.761 1.316
H 3.679 2.186 -0.307
H 5.955 3.320 -0.062
H 7.595 2.343 1.395
H 7.265 0.171 2.521
H 5.117 -0.999 2.316
H 2.395 -1.897 1.777
H 3.729 -2.054 0.636
H 1.682 -2.818 -0.365
H 2.174 -1.395 -1.197
```

Results
2S+1: 1
HOMO level (eV): -7.7
Molecular weight (g/mol): 362.4
SMILES: CCOc1nc2ccccc2nc1C(=O)N1CCN(c2ccccc2)CC1
Frontier orbital gap (eV): 7.30

***

Entry 2:
Below is the molecule C21H22N4O4S2, with properties calculated with ωB97M-V/def2-TZVPD.

Structure (XYZ):
```
53
C21H22N4O4S2 ωB97M-V/def2-TZVPD
C -3.608 -1.251 1.261
C -2.445 -0.325 1.143
C -1.627 -0.031 2.230
C -0.549 0.829 2.124
C -0.249 1.427 0.902
N 0.836 2.285 0.722
C 1.949 2.369 1.507
O 2.049 1.940 2.631
C 3.058 3.219 0.898
S 3.385 2.926 -0.870
C 3.399 1.177 -0.882
N 2.967 0.582 0.211
C 2.896 -0.737 0.280
C 3.300 -1.545 -0.791
C 3.774 -0.926 -1.946
C 3.823 0.460 -2.019
C 4.290 1.133 -3.168
N 4.676 1.686 -4.095
C 3.237 -3.024 -0.725
O 3.654 -3.721 -1.621
C 2.599 -3.584 0.525
C 2.893 -2.729 1.754
C 2.357 -1.318 1.543
C -1.062 1.148 -0.194
C -2.133 0.290 -0.063
S -3.084 -0.046 -1.546
O -2.567 0.771 -2.609
O -3.143 -1.463 -1.766
N -4.629 0.470 -1.086
C -4.671 1.909 -0.968
C -5.675 -0.088 -1.917
H -3.614 -1.944 0.423
H -3.570 -1.802 2.197
H -4.538 -0.686 1.220
H -1.839 -0.488 3.186
H 0.074 1.033 2.980
H 0.911 2.674 -0.210
H 2.797 4.276 0.968
H 3.977 3.039 1.456
H 4.095 -1.536 -2.779
H 1.519 -3.612 0.345
H 2.940 -4.612 0.659
H 3.972 -2.692 1.924
H 2.430 -3.175 2.635
H 1.264 -1.343 1.460
H 2.600 -0.653 2.373
H -0.874 1.582 -1.165
H -5.633 2.206 -0.550
H -3.875 2.219 -0.293
H -4.527 2.401 -1.936
H -5.719 0.391 -2.901
H -6.634 0.033 -1.412
H -5.458 -1.145 -2.045
```

Results
2S+1: 1
HOMO level (eV): -8.9
Molecular weight (g/mol): 458.6
SMILES: Cc1ccc(NC(=O)CSc2nc3c(cc2C#N)C(=O)CCC3)cc1S(=O)(=O)N(C)C
Frontier orbital gap (eV): 8.44

***

Entry 3:
Below is a structure of composition C21H22N4O4S2, with properties calculated with ωB97M-V/def2-TZVPD.

Structure (XYZ):
```
53
C21H22N4O4S2 ωB97M-V/def2-TZVPD
C -2.695 -0.328 2.101
N -2.398 -0.901 0.699
S -0.853 -1.365 0.387
O -0.573 -2.308 1.498
O -0.976 -2.212 -1.051
C -0.017 -0.085 0.448
C 0.217 0.498 -0.640
C 1.125 1.746 -0.952
C 1.654 2.214 0.261
C 1.438 1.532 1.557
C 0.505 0.674 1.603
H 0.241 0.046 2.399
H 1.850 1.771 2.369
C 2.636 3.464 0.366
O 2.237 4.501 0.341
N 3.875 3.063 0.245
C 4.567 1.706 0.011
N 3.905 0.679 0.096
C 4.909 -0.198 -0.256
C 6.071 0.113 -0.294
S 6.222 1.771 -0.452
H 6.820 -0.478 -0.437
C 4.310 -1.564 -0.109
N 5.135 -2.593 -0.250
C 4.770 -3.721 -0.648
C 3.543 -4.233 -0.144
C 2.552 -3.437 0.137
C 3.014 -1.778 0.091
H 2.230 -1.159 0.441
H 1.542 -3.513 0.432
H 3.180 -5.184 -0.185
H 5.495 -4.663 -0.749
H 4.591 3.941 0.106
H 1.358 2.086 -1.785
H -0.147 0.151 -1.708
C -3.108 0.026 -0.360
H -2.715 -0.622 -1.474
C -4.685 -0.310 -0.132
C -5.318 0.108 -1.728
H -4.788 -0.079 -2.493
C -5.395 1.496 -1.421
H -6.429 2.043 -1.943
H -4.655 2.052 -1.822
C -5.804 1.570 -0.053
H -5.350 2.636 0.288
H -6.671 1.738 0.112
O -5.215 0.412 0.594
H -6.140 -0.564 -1.815
H -4.888 -1.268 -0.215
H -3.017 0.958 -0.315
H -2.284 0.725 2.051
H -2.245 -0.953 2.677
H -3.626 -0.205 2.120
```

Results
2S+1: 1
HOMO level (eV): -8.8
Molecular weight (g/mol): 458.6
Frontier orbital gap (eV): 8.92

***

Entry 4:
Below is a structure of composition C21H22NO4PtSTe, with properties calculated with ωB97M-V/def2-TZVPD.

Structure (XYZ):
```
51
C21H22NO4PtSTe ωB97M-V/def2-TZVPD
Pt 0.766 -0.263 0.154
C 1.119 1.095 2.425
C 2.191 0.406 1.692
C 2.452 1.193 0.534
C 1.551 2.344 0.595
C 0.759 2.273 1.748
C -0.283 3.232 2.215
C 1.555 3.435 -0.400
C 3.620 1.051 -0.402
C 3.114 -0.628 2.268
C 0.535 0.694 3.722
H -0.037 3.615 3.208
H -1.252 2.732 2.297
H -0.392 4.076 1.540
H 2.387 4.112 -0.184
H 0.634 4.012 -0.372
H 1.705 3.040 -1.406
H 3.325 0.586 -1.344
H 4.408 0.448 0.044
H 4.025 2.034 -0.646
H 3.901 -0.135 2.846
H 3.593 -1.218 1.490
H 2.583 -1.302 2.937
H 0.832 1.417 4.487
H 0.860 -0.297 4.032
H -0.555 0.718 3.667
O 0.733 0.339 -2.100
C -0.281 0.526 -2.776
C -1.640 0.607 -2.323
C -2.659 0.549 -3.281
C -3.973 0.509 -2.899
C -4.329 0.531 -1.543
C -3.356 0.631 -0.588
C -1.975 0.703 -0.931
O -1.113 0.899 0.010
N -5.019 0.452 -3.919
O -4.666 0.366 -5.081
O -6.172 0.487 -3.537
H -0.148 0.639 -3.864
H -2.420 0.519 -4.337
H -5.375 0.462 -1.280
H -3.595 0.699 0.465
Te -0.907 -2.230 0.321
C 0.022 -4.071 0.225
C -0.544 -5.201 -0.321
C 0.275 -6.336 -0.179
C 1.440 -6.062 0.484
S 1.564 -4.421 0.924
H -1.507 -5.198 -0.813
H 0.017 -7.317 -0.548
H 2.230 -6.750 0.741
```

Results
2S+1: 1
HOMO level (spin up / spin down) (eV): -10.7 / -10.8
Molecular weight (g/mol): 707.2
Frontier orbital gap (spin up / spin down) (eV): 4.53 / 4.51
Charge: +1

***

Entry 5:
Below is a cluster of 2 separate species, C21H22O5 in total, with properties calculated with ωB97M-V/def2-TZVPD.

Structure (XYZ):
```
48
C21H22O5 ωB97M-V/def2-TZVPD
C 5.550 -2.864 -1.874
O 5.213 -1.456 -1.979
C 3.946 -1.050 -1.699
C 3.638 0.319 -1.903
C 2.370 0.792 -1.691
C 1.313 -0.064 -1.280
C -0.004 0.487 -1.104
C -1.200 -0.273 -1.349
C -2.458 0.354 -1.119
C -3.625 -0.332 -1.333
C -3.598 -1.657 -1.769
C -4.877 -2.400 -1.924
C -2.379 -2.269 -2.091
C -1.203 -1.582 -1.908
C 1.653 -1.424 -1.023
C 2.912 -1.924 -1.276
H 6.624 -2.881 -2.044
H 5.319 -3.265 -0.881
H 5.039 -3.456 -2.643
H 4.425 0.975 -2.250
H 2.142 1.847 -1.807
H -0.146 1.575 -1.210
H -2.465 1.390 -0.782
H -4.588 0.153 -1.146
H -4.699 -3.479 -1.949
H -5.558 -2.168 -1.095
H -5.391 -2.122 -2.853
H -2.364 -3.282 -2.487
H -0.254 -2.037 -2.215
H 0.928 -2.099 -0.549
H 3.128 -2.993 -1.157
C 0.100 3.275 3.813
C -0.886 2.190 3.427
C -1.855 1.988 4.582
O -1.665 2.553 2.281
C -1.011 2.477 1.044
O -1.464 3.183 0.138
C 0.092 1.573 0.964
C 0.463 0.721 2.067
O 1.350 -0.090 2.075
O -0.279 0.899 3.240
H 0.830 3.515 3.046
H -0.454 4.187 4.044
H 0.638 2.964 4.709
H -2.569 1.212 4.297
H -1.283 1.652 5.451
H -2.381 2.921 4.789
H 0.982 1.963 0.424
```

Results
2S+1: 1
HOMO level (eV): -7.9
Molecular weight (g/mol): 354.4
Frontier orbital gap (eV): 6.61

***

Entry 6:
Below is a structure of composition C21H23ClIrN3O6S2, with properties calculated with ωB97M-V/def2-TZVPD.

Structure (XYZ):
```
57
C21H23ClIrN3O6S2 ωB97M-V/def2-TZVPD
Ir 1.203 1.233 0.049
S 2.628 5.231 -1.243
C 3.920 4.139 -1.525
C 3.616 2.851 -1.200
C 2.288 2.718 -0.706
C 1.646 3.935 -0.672
C 0.289 3.959 -0.205
C -0.555 5.068 -0.145
C -1.862 4.909 0.257
C -2.323 3.641 0.596
C -1.443 2.583 0.540
N -0.166 2.731 0.168
H 4.849 4.515 -1.924
H 4.305 2.026 -1.307
H -0.167 6.037 -0.429
H -2.525 5.763 0.303
H -3.344 3.470 0.902
H -1.739 1.580 0.806
O 4.294 -0.873 1.239
Cl 3.271 -1.301 0.335
O 3.777 -2.189 -0.651
O 2.778 -0.092 -0.407
O 2.165 -1.871 1.049
C 0.895 -1.448 3.814
N 0.961 -0.180 3.105
C 2.037 0.583 3.084
N 3.025 0.353 3.950
S 2.201 1.959 2.042
H -0.002 -1.967 3.491
H 0.835 -1.286 4.892
H 1.756 -2.072 3.567
H 0.335 -0.068 2.319
H 3.031 -0.489 4.502
H 3.919 0.755 3.720
C -3.834 -4.833 -2.582
C -2.971 -3.711 -2.075
C -1.675 -3.536 -2.538
C -0.862 -2.504 -2.082
C 0.536 -2.382 -2.627
C -1.373 -1.633 -1.110
C -2.673 -1.798 -0.612
C -3.289 -0.867 0.402
C -3.452 -2.830 -1.115
C -0.501 -0.529 -0.632
O 0.110 0.208 -1.465
O -0.306 -0.298 0.603
H -3.344 -5.374 -3.391
H -4.787 -4.455 -2.954
H -4.053 -5.545 -1.784
H -1.277 -4.223 -3.276
H 0.802 -3.286 -3.173
H 1.273 -2.236 -1.838
H 0.620 -1.530 -3.301
H -3.704 0.016 -0.091
H -2.567 -0.540 1.145
H -4.108 -1.366 0.920
H -4.463 -2.953 -0.740
```

Results
2S+1: 1
HOMO level (eV): -8.0
Molecular weight (g/mol): 705.2
Frontier orbital gap (eV): 7.96

***

Entry 7:
Below is the molecule C21H23ClN2O7S, with properties calculated with ωB97M-V/def2-TZVPD.

Structure (XYZ):
```
55
C21H23ClN2O7S ωB97M-V/def2-TZVPD
C 6.522 -1.726 -4.681
O 5.397 -1.062 -4.160
C 4.207 -1.734 -4.084
C 4.042 -3.030 -4.550
C 2.809 -3.661 -4.484
C 1.731 -2.996 -3.955
C 1.851 -1.684 -3.477
C 0.659 -1.076 -2.932
C 0.417 0.223 -2.689
C -0.831 0.698 -2.110
O -1.082 1.875 -1.914
O -1.693 -0.284 -1.788
C -2.975 0.079 -1.290
C -2.966 0.364 0.222
O -3.530 -0.362 1.010
N -2.287 1.496 0.523
C -2.022 2.033 1.781
C -1.288 3.219 1.853
C -0.993 3.790 3.074
C -1.426 3.176 4.244
Cl -1.081 3.844 5.780
C -2.151 1.997 4.177
S -2.667 1.232 5.736
O -3.591 2.126 6.365
O -1.474 0.852 6.431
N -3.484 -0.148 5.367
C -2.742 -1.325 5.001
C -4.855 -0.058 4.936
C -2.452 1.427 2.960
C 3.108 -1.045 -3.523
O 3.163 0.212 -3.020
C 4.368 0.767 -2.531
H 7.337 -1.007 -4.616
H 6.375 -2.009 -5.728
H 6.776 -2.614 -4.093
H 4.877 -3.560 -4.978
H 2.707 -4.670 -4.852
H 0.766 -3.479 -3.909
H -0.138 -1.777 -2.717
H 1.130 0.998 -2.910
H -3.618 -0.782 -1.478
H -3.347 0.960 -1.826
H -1.874 1.998 -0.267
H -0.949 3.688 0.941
H -0.429 4.707 3.133
H -1.721 -1.182 5.346
H -2.749 -1.501 3.920
H -3.169 -2.198 5.502
H -4.958 -0.176 3.852
H -5.446 -0.832 5.431
H -5.223 0.918 5.238
H -3.017 0.515 2.908
H 5.018 1.102 -3.340
H 4.908 0.060 -1.899
H 4.059 1.624 -1.932
```

Results
2S+1: 1
HOMO level (eV): -8.5
Molecular weight (g/mol): 482.9
SMILES: COc1cccc(/C=C/C(=O)OCC(=O)Nc2ccc(Cl)c(S(=O)(=O)N(C)C)c2)c1OC
Frontier orbital gap (eV): 8.18

***

Entry 8:
Below is a structure of composition C21H23ClN2PPmS, with properties calculated with ωB97M-V/def2-TZVPD.

Structure (XYZ):
```
50
C21H23ClN2PPmS ωB97M-V/def2-TZVPD
Pm -0.946 1.497 0.107
Cl -2.283 3.358 0.381
P -0.264 -0.561 0.257
C 1.352 -0.971 1.006
C 2.211 -1.984 0.570
C 3.415 -2.218 1.237
C 3.769 -1.447 2.343
C 2.924 -0.421 2.774
C 1.728 -0.179 2.105
C -1.468 -1.225 1.469
C -2.825 -0.977 1.194
C -3.811 -1.377 2.093
C -3.454 -2.034 3.272
C -2.110 -2.289 3.548
C -1.118 -1.884 2.655
C -0.499 -1.695 -1.163
C -0.863 -1.140 -2.395
C -1.115 -1.962 -3.494
C -1.016 -3.347 -3.364
C -0.683 -3.911 -2.129
C -0.433 -3.090 -1.031
H -3.100 -0.470 0.271
H -4.855 -1.174 1.874
H -4.222 -2.347 3.973
H -1.831 -2.803 4.464
H -0.074 -2.077 2.878
H 1.952 -2.578 -0.299
H 4.080 -3.001 0.884
H 4.706 -1.634 2.860
H 3.201 0.194 3.625
H 1.073 0.633 2.413
H -0.964 -0.059 -2.471
H -1.396 -1.520 -4.446
H -1.214 -3.990 -4.217
H -0.630 -4.991 -2.021
H -0.207 -3.534 -0.065
H 6.278 -3.025 -2.896
H 5.868 -3.171 -3.499
S 1.137 2.609 -1.279
C 0.470 4.090 -1.260
N -0.390 4.577 -2.247
C -0.813 5.909 -1.890
C -0.108 6.210 -0.538
N 0.659 5.025 -0.241
H -0.681 4.066 -3.093
H -1.918 5.932 -1.774
H -0.493 6.628 -2.674
H -0.854 6.384 0.267
H 0.570 7.085 -0.629
H 1.245 4.889 0.596
```

Results
2S+1: 5
Expectation value of S²: 6.036
HOMO level (spin up / spin down) (eV): -15.0 / -14.8
Molecular weight (g/mol): 546.9
Frontier orbital gap (spin up / spin down) (eV): 7.70 / 7.73
Charge: +2

***

Entry 9:
Below is a structure of composition C21H23ClOPYb, with properties calculated with ωB97M-V/def2-TZVPD.

Structure (XYZ):
```
48
C21H23ClOPYb ωB97M-V/def2-TZVPD
Yb -1.124 -1.843 0.110
Cl -1.144 -4.180 0.034
P 0.458 0.075 -0.598
C 1.181 0.696 0.849
C 1.082 2.077 1.058
C 1.802 2.665 2.084
C 2.587 1.871 2.926
C 2.634 0.480 2.760
C 1.916 -0.119 1.734
C 1.601 -0.746 -1.688
C 1.198 -1.569 -2.776
C 2.146 -2.074 -3.665
C 3.497 -1.727 -3.500
C 3.908 -0.891 -2.453
C 2.957 -0.386 -1.574
C -0.684 1.067 -1.469
C -2.056 0.773 -1.581
C -2.841 1.556 -2.415
C -2.284 2.663 -3.069
C -0.927 2.988 -2.907
C -0.126 2.174 -2.115
H 0.133 -1.769 -2.946
H 1.839 -2.727 -4.495
H 4.242 -2.105 -4.193
H 4.959 -0.621 -2.330
H 3.238 0.333 -0.807
H 0.453 2.672 0.403
H 1.739 3.742 2.228
H 3.149 2.352 3.729
H 3.230 -0.132 3.440
H 1.932 -1.204 1.599
H -2.499 -0.072 -1.040
H -3.893 1.297 -2.568
H -2.899 3.304 -3.705
H -0.500 3.858 -3.406
H 0.939 2.382 -2.007
H -1.506 3.991 2.780
H -2.036 4.069 2.258
C -3.500 -2.792 1.896
C -2.241 -2.528 2.690
C -2.458 -2.163 4.100
O -1.064 -2.569 2.249
H -4.003 -3.697 2.294
H -3.391 -2.987 0.801
H -4.230 -1.977 2.086
H -1.754 -2.767 4.678
H -2.145 -1.117 4.171
H -3.513 -2.321 4.350
```

Results
2S+1: 2
Expectation value of S²: 0.751
HOMO level (spin up / spin down) (eV): -14.5 / -14.5
Molecular weight (g/mol): 530.9
Frontier orbital gap (spin up / spin down) (eV): 7.02 / 6.07
Charge: +2